# C60H92Br2N2O13S2

A cluster of 9 separate species, C60H92Br2N2O13S2 in total at a distorted geometry (ωB97M-V/def2-TZVPD, the Open Molecules 2025 dataset).

Geometry as XYZ:
```
171
Properties=species:S:1:pos:R:3:forces:R:3:mulliken_charge:R:1
C -3.762032 8.974482 8.681868 0.5 0.0 -0.1 -0.17
C -0.747276 -0.476950 3.819030 -1.3 -1.2 4.1 -0.43
O 1.183745 -4.954483 -1.353051 -1.3 2.7 3.3 -0.20
C -2.996483 5.326316 3.489232 0.0 -0.5 -0.1 -0.16
C 1.482843 -3.566479 0.946621 -1.8 1.2 -0.7 0.35
H 1.000906 -2.653076 6.608310 -2.0 1.5 -0.9 0.06
C 4.090807 -3.780702 1.303440 2.8 1.3 -1.2 0.39
C -5.217764 8.614108 8.481259 -0.2 -0.4 0.5 -0.47
C -0.751266 -1.372612 -0.047991 1.3 -1.6 1.6 -0.24
H -2.125518 -2.832700 -7.252528 0.0 0.1 0.1 0.37
H -1.829238 -1.090624 -7.410665 0.0 -0.1 0.0 0.26
C 6.383615 -2.214508 2.110823 -2.4 -2.1 -3.6 -0.51
H -2.436995 4.496136 3.933237 0.1 0.0 -0.1 0.11
H 7.438434 -3.488026 -4.641150 0.1 0.0 0.0 0.32
H -6.779617 9.881535 7.618000 0.1 0.0 0.0 0.35
C -4.144448 6.657647 5.016142 -0.4 -0.1 -0.1 -0.17
H -2.132809 6.594138 5.772436 -0.1 0.1 0.0 0.24
C -4.648127 2.977565 -3.978851 -0.2 -0.1 0.4 -0.46
H -2.490499 0.144853 0.428376 1.4 -0.8 -1.8 0.30
H 0.233644 0.755962 -1.008456 -2.6 0.4 -0.2 0.14
C -0.323376 -2.642681 -1.037693 1.6 0.2 3.1 -0.16
H -1.353157 2.316296 0.836132 0.6 0.1 -2.2 0.29
H -1.927436 -4.201051 9.538841 1.4 1.5 -1.7 0.34
C 7.216020 -4.480571 -4.235256 0.2 0.3 0.2 -0.57
O 5.986974 -4.388083 -3.501757 0.2 -0.1 -0.3 -0.25
C 0.022496 -1.121635 -5.376838 0.2 0.4 0.2 -0.37
C -2.700700 7.109423 4.988652 0.2 0.1 0.6 -0.42
H 8.026426 -4.771276 -3.560574 -0.1 0.1 0.0 0.30
O -1.206549 -1.029146 -4.643339 0.0 -0.1 -0.2 -0.30
H -5.265185 -5.719525 -0.510050 0.0 0.0 0.1 0.25
H 0.268194 -5.225214 9.485223 -0.1 1.9 -1.8 0.26
H 4.059722 -4.437474 -4.272534 0.2 -0.1 0.1 0.18
C 0.229109 3.396770 -0.531107 0.1 -0.5 -1.3 -0.77
C -1.855680 -0.204669 -0.495779 1.4 -0.3 -0.7 -0.69
H 2.142628 -7.743927 -5.324749 -0.1 0.0 0.0 0.14
H -2.435208 -1.784859 8.900366 2.5 -0.6 -0.7 0.40
C 2.478251 8.017177 -1.972280 0.1 -0.1 0.6 -0.53
H -3.211465 -6.960660 -0.142756 0.0 0.1 0.1 0.37
C -5.697985 9.727833 7.586980 -0.2 0.1 -0.6 -0.36
S 1.826081 -2.013020 3.616469 -2.7 0.0 -0.8 -0.19
O -3.674559 10.404490 8.613631 -0.3 -0.2 -0.1 -0.42
C -4.639828 -4.092749 0.749011 0.1 0.4 0.2 -0.54
H 3.133153 7.476521 -1.278831 -0.1 0.1 0.0 0.21
H -4.540276 1.843277 -5.843084 0.0 0.1 0.1 0.36
C -2.284450 -0.558460 6.254601 2.5 -0.9 -1.6 -0.69
H 0.832902 -1.412340 -4.702156 -0.1 0.1 0.0 0.25
C 0.309400 -1.447950 4.633416 -2.6 0.8 0.9 0.42
H 0.437568 -1.957417 -7.352829 -0.1 0.0 0.1 0.36
O -3.621309 3.646831 -3.233895 0.1 -0.2 -0.3 -0.39
C 2.067622 -7.936700 -6.400504 0.0 0.4 0.3 -0.25
H -4.564822 -3.899977 1.824765 -0.1 0.0 0.0 0.31
H 3.939799 -4.274278 -1.092897 1.6 1.1 1.8 0.18
H 5.068006 -6.191637 -6.110946 0.0 0.2 0.1 -0.26
H -2.560847 -0.562355 -1.363710 1.4 0.4 1.9 0.38
H -5.355236 7.617412 8.054434 0.0 0.1 0.1 0.28
H 3.166150 7.154831 -5.075701 -0.1 -0.1 0.1 0.26
H 0.244909 -0.129090 -5.782732 0.1 0.0 0.0 0.24
H 2.782636 1.417936 2.248087 -2.2 -0.1 -1.5 0.23
N -0.518581 -0.019423 2.382995 1.8 -0.8 1.1 1.09
H -1.627542 -4.741413 0.070774 -0.2 0.1 0.0 -0.14
H -5.440900 11.398105 8.941992 -0.1 0.1 -0.1 0.26
H -2.704349 -4.918048 -1.332578 0.1 -0.1 -0.1 0.20
H 1.240309 -7.346402 -6.803976 0.2 0.0 0.0 0.24
C 2.649324 -4.580538 1.585200 0.0 1.5 0.0 -0.94
H -1.977190 2.718560 -5.943385 0.0 0.0 0.1 0.46
H -1.163695 6.514920 3.548110 -0.2 0.0 -0.1 0.28
H 7.186475 -6.501413 -4.968506 0.0 0.1 0.0 0.28
H -0.815010 -2.746994 -2.119603 1.2 0.4 2.7 0.30
C -2.671013 -4.845536 -0.240335 0.2 0.2 -0.1 0.11
C 4.960156 -5.057348 -4.246713 -0.2 -0.1 0.2 -0.27
C 3.146163 7.020189 -3.990730 0.0 -0.4 -0.2 -0.44
H 1.199639 2.783462 -0.759305 -1.8 1.0 0.6 0.50
O -4.222895 5.467603 4.219354 0.1 0.3 0.2 -0.43
C -0.098839 -1.156056 1.476725 1.4 -4.1 -3.2 -0.76
H -2.969906 -6.170007 1.426629 0.0 0.0 -0.1 0.28
H -5.467141 -3.502451 0.345539 0.1 0.0 0.0 0.28
C 1.831958 1.001342 1.702924 -3.3 0.5 2.0 -0.78
O 2.278425 -5.354759 -3.022538 -3.7 2.6 -0.1 -0.44
H -5.548561 3.597439 -4.004672 0.1 0.0 0.1 0.30
H 2.790048 3.964434 0.847887 -0.9 0.4 1.3 0.35
C 6.992424 -5.488751 -5.341248 0.4 -0.4 0.0 -0.67
H -3.137750 8.563186 7.881157 0.0 -0.1 0.0 0.06
H 4.618577 -3.009553 3.582333 0.7 -0.2 -2.6 0.29
C -2.615858 2.546162 -5.073386 0.5 -0.5 0.0 -0.06
H 5.364286 -4.449560 -6.269082 0.0 -0.1 0.0 0.30
C 1.917961 -9.415622 -6.682739 -0.6 -0.2 -0.3 -0.55
H -2.588212 8.186472 5.136272 0.0 -0.1 0.0 0.35
O 2.190623 4.200116 1.623003 -1.7 -0.5 -2.6 -0.46
H -4.882305 2.042330 -3.458728 -0.1 0.0 -0.1 0.25
C -3.354672 -6.028597 0.409754 0.4 -0.4 0.3 -0.57
C 5.973914 -2.955595 -0.633152 -1.4 0.0 3.6 -0.22
H 2.091989 8.901312 -1.458838 0.0 -0.2 0.0 0.38
H 1.078716 -3.656024 8.737177 -1.9 -1.3 0.0 0.27
H 1.060976 6.380804 -1.710858 0.1 0.2 -0.2 -0.47
C 1.384136 7.098343 -2.470573 -0.5 -0.2 0.0 0.45
H -4.803024 7.406753 4.563205 0.0 0.1 0.1 0.19
O 0.666621 6.026664 0.522375 0.5 -5.9 0.5 -0.64
H 3.737545 -10.013957 -5.722885 0.0 0.0 -0.1 0.27
H 4.003101 -8.761999 -8.482092 0.1 -0.1 0.0 0.28
H -3.268479 -0.242015 6.817290 2.3 -0.7 -1.3 0.19
C 4.971807 -3.020639 2.459646 1.4 0.3 -3.2 -0.24
C -1.115485 2.452299 -0.302254 -0.3 0.6 -1.0 -0.32
H 3.964118 6.349192 -3.706574 0.1 0.1 -0.1 0.27
H -3.133801 -1.078538 -5.414117 0.1 0.0 0.1 0.25
C -2.102001 -0.015236 4.683322 3.2 -2.9 1.7 -0.29
H -3.215285 5.081175 2.445923 0.0 0.0 0.1 0.15
H -2.009702 3.050771 -0.819126 1.8 -1.3 1.4 0.40
H -4.243997 3.585354 -6.001220 0.0 -0.1 0.0 0.29
H -1.581857 3.263637 -3.292712 -0.1 0.1 0.0 -0.17
H -4.499453 6.447505 6.028814 -0.1 -0.1 -0.1 0.04
H 1.442265 -9.563476 -7.659565 0.0 0.0 0.1 0.25
S 0.624681 4.506876 0.946449 -2.4 6.6 3.2 0.96
H 4.725978 -5.992584 -3.726591 -0.1 0.0 -0.1 0.17
H 0.377385 2.011088 3.166618 0.1 -2.6 -0.9 0.24
H 6.313723 -2.922832 -1.753389 -0.8 -0.1 2.5 0.24
C 0.534467 1.066699 2.481772 4.4 -0.2 -2.5 0.32
C 0.145862 -1.971987 6.177368 -2.9 2.6 -2.4 -0.10
H 1.320867 -9.935117 -5.929026 0.1 0.1 -0.1 0.33
C 6.863092 -2.184538 0.518504 -3.4 -2.0 1.4 -0.40
Br -3.542639 1.163542 3.849120 2.1 -1.6 1.2 -0.17
C 1.047625 -2.300485 1.894380 -2.3 0.6 -2.6 0.32
H -1.855011 -4.138230 7.652741 1.1 1.1 2.1 0.27
H -5.410592 9.520321 6.549472 -0.1 0.0 0.1 0.12
H -2.576524 7.339466 2.862183 0.1 -0.1 0.0 0.27
C 0.793749 -3.782186 -0.538230 -1.6 4.4 3.0 0.14
H -3.371825 8.626543 9.642267 0.0 0.1 -0.1 0.28
H 5.079908 -8.585363 -7.078740 -0.1 0.1 0.0 0.24
H 7.018588 -1.686122 2.969574 -1.6 -1.3 -2.2 0.27
O -0.409423 4.410298 2.093592 3.8 -1.2 -3.7 -0.51
H -2.169850 4.546888 -4.373287 0.1 0.0 0.0 0.30
H 7.631092 -5.316353 -6.211247 0.0 0.0 0.1 0.37
C 0.193838 -4.412701 8.616263 0.5 -1.2 0.0 -0.86
H -5.748100 8.653251 9.440190 0.1 -0.1 -0.1 0.28
H -5.386583 -6.091167 1.220488 0.0 0.1 -0.1 0.35
O 3.299352 -7.520463 -7.006160 -0.1 -0.4 0.0 -0.39
C -4.917576 10.913652 8.110848 0.1 0.4 0.2 -0.47
H -4.722906 11.662164 7.337354 0.1 0.0 0.1 0.29
C 5.521936 -5.323671 -5.626111 -0.4 0.1 -0.5 0.11
H 2.701330 9.114958 -3.798955 0.1 -0.1 0.0 0.27
C 3.352778 -9.872548 -6.739761 0.4 -0.4 0.3 -0.61
C 3.228163 8.331788 -3.240896 0.1 0.5 -0.4 -0.53
O 1.914186 6.396182 -3.603331 0.3 0.2 0.0 -0.39
H 4.255981 8.663363 -3.073184 -0.1 0.0 -0.1 0.34
H 2.627038 -5.653980 1.114437 0.1 2.3 0.6 0.32
N 1.338717 -4.629467 -2.649945 4.5 -3.0 -1.4 0.17
H 3.495985 -10.804611 -7.292271 0.0 0.1 0.1 0.34
Br -0.080489 -1.182892 9.823627 -0.7 -0.7 -0.9 -0.12
C -1.671588 -1.964735 -6.767694 -0.4 0.2 -0.5 -0.61
C -1.339307 -2.108907 8.556361 -2.6 0.1 -1.4 -0.57
H -2.421808 1.533500 -4.700644 0.1 0.1 -0.1 -0.22
H -0.007049 -3.142477 -6.110089 0.0 0.1 -0.1 0.16
C -1.304123 -3.747100 8.637028 0.2 -0.7 -1.1 -0.35
C 4.588766 -3.752831 -0.264086 2.6 2.3 3.3 -0.21
C -4.789489 -5.571671 0.466775 -0.6 -0.2 -0.2 -0.60
C -2.233368 -1.698412 -5.388295 -0.2 -0.1 0.4 -0.36
C -2.392263 3.554342 -3.967394 0.1 0.5 0.1 -0.01
H 7.842660 -1.610318 0.215936 -2.2 -1.3 0.7 0.28
H -1.101846 1.139535 -2.295710 0.2 -0.1 2.7 0.02
C -4.086347 2.711242 -5.358250 -0.4 0.2 -0.5 -0.65
H 0.077357 4.138741 -1.453143 0.4 -1.4 2.3 0.18
C -1.190059 -1.516298 7.010300 1.5 0.6 -3.5 0.71
O -3.408098 -3.676513 0.143354 -0.1 -0.4 0.0 -0.29
C -2.246926 6.632887 3.633020 0.3 0.2 -0.5 -0.47
H -2.467547 -2.633647 -4.868173 -0.1 0.0 -0.1 0.26
H 0.427779 -5.024206 7.617616 -0.8 1.5 2.1 0.22
H 2.433964 -4.703051 2.750854 0.6 0.5 -2.6 0.38
C -0.921526 1.034165 -1.120941 0.8 0.1 0.3 -0.17
H 1.913741 0.595848 0.606411 -0.1 0.0 2.7 0.20
H 0.510981 7.666600 -2.808283 0.0 0.1 0.1 0.24
C -0.201100 -2.129814 -6.482830 0.5 -0.5 0.0 -0.48
C 4.036437 -8.689486 -7.389849 0.2 0.3 -0.3 -0.30
```
Positions in Å, forces in eV/Å.

Its total charge is 0. Its HOMO energy is -8.00 eV. Its multiplicity is 1. The lowest unoccupied orbital energy is -0.789 eV. Its SMILES is C=CN1c2c(Br)cc([C@H](Br)CC)cc2Sc2c(Cc3ccccc3)c(ON=O)cc(CCCCS(=O)(=O)O)c21.C1CCOC1.C1CCOC1.C1CCOC1.C1CCOC1.C1CCOC1.C1CCOC1.C1CCOC1.C1CCOC1. The gap between HOMO and LUMO is 7.2 eV.